ORCA calculation (ωB97M-V with the def2-TZVPD basis set) on a molecular structure, C3H2LiNiO3 at a distorted geometry.

Molar mass = 151.680 g/mol
Energy relative to the best compared isomer or geometry (same formula, charge and spin) = 100.7 kJ/mol
Gap between HOMO and LUMO (alpha / beta) = 0.1406 / 0.2040 Eh
2S+1 = 4

```
10
C3H2LiNiO3 (ωB97M-V with the def2-TZVPD basis set)
O 2.13 -1.56 -2.10
O -0.62 -1.03 -2.79
C -1.96 -1.12 -2.79
C 0.10 -0.97 -1.55
O -2.52 -1.10 -1.66
C 1.09 -1.95 -1.42
Li -2.81 -1.18 -4.69
H 1.39 -2.31 -0.42
H 1.08 -0.11 -1.81
Ni -1.40 -0.88 -0.04
```

Löwdin atomic charge list, values in e, 5 entries: -0.10, -0.17, -0.43, -0.28, -0.21



ORCA calculation (ωB97M-V with the def2-TZVPD basis set) on a molecular structure, C3H2LuO at a distorted geometry.

Molar mass = 229.015 g/mol
Energy relative to the best compared isomer or geometry (same formula, charge and spin) = 102.6 kJ/mol
Charge = +2
Gap between HOMO and LUMO (alpha / beta) = 0.2209 / 0.2867 Eh
2S+1 = 2

```
7
C3H2LuO (ωB97M-V with the def2-TZVPD basis set)
C -0.79 -0.60 0.12
C -1.09 0.70 -0.11
C -0.74 1.91 -0.26
H 1.36 -1.44 0.06
H -1.34 -1.53 0.24
O 0.98 -0.56 0.16
Lu 1.61 1.52 -0.20
```

Löwdin atomic charge list, values in e, 5 entries: 0.15, -0.20, -0.07, 0.10, 0.14



ORCA calculation (ωB97M-V with the def2-TZVPD basis set) on a molecular structure, C3H2MgO2 at a distorted geometry.

Molar mass = 94.352 g/mol
Energy relative to the best compared isomer or geometry (same formula, charge and spin) = 216.4 kJ/mol
Charge = +1
Gap between HOMO and LUMO (alpha / beta) = 0.2082 / 0.2891 Eh
2S+1 = 2

```
8
C3H2MgO2 (ωB97M-V with the def2-TZVPD basis set)
O -1.85 -0.11 0.55
C -0.60 0.42 0.64
C 0.26 0.09 -0.54
C 1.53 -0.29 -0.52
O 2.59 -0.74 -0.47
Mg -1.61 -1.15 -1.02
H -0.09 0.34 1.62
H -0.23 1.45 -0.26
```

Löwdin atomic charge list, values in e, 5 entries: -0.27, -0.35, -0.19, -0.17, 0.26



ORCA calculation (ωB97M-V with the def2-TZVPD basis set) on a single C3H2N2O molecule at a distorted geometry.

Molar mass = 82.062 g/mol
Energy relative to the best compared isomer or geometry (same formula, charge and spin) = 106.2 kJ/mol
Gap between HOMO and LUMO = 0.3494 Eh
SMILES = N#CC(O)=C=N

```
8
C3H2N2O (ωB97M-V with the def2-TZVPD basis set)
O -1.45 -0.15 0.95
C -0.33 0.26 0.25
C -0.30 1.58 -0.30
N -0.25 2.61 -0.83
C 0.62 -0.58 -0.12
N 1.53 -1.35 -0.41
H -1.17 -0.57 1.77
H 1.35 -1.81 -1.31
```

Löwdin atomic charge list, values in e, 5 entries: 0.04, -0.34, -0.16, 0.16, -0.08



ORCA calculation (ωB97M-V with the def2-TZVPD basis set) on 2 unconnected molecules or ions with the total composition C3H2N2O at a distorted geometry.

Molar mass = 82.062 g/mol
Energy relative to the best compared isomer or geometry (same formula, charge and spin) = 284.4 kJ/mol
Gap between HOMO and LUMO = 0.3053 Eh

```
8
C3H2N2O (ωB97M-V with the def2-TZVPD basis set)
C -0.71 0.95 1.07
C -0.22 -1.31 -0.29
C 0.10 0.93 -0.01
N -1.08 0.71 2.12
N 0.99 1.47 -0.69
O 0.40 -1.73 -1.18
H -0.85 -1.83 0.42
H 1.37 0.81 -1.42
```

Löwdin atomic charge list, values in e, 5 entries: -0.28, -0.07, -0.23, 0.18, 0.14



ORCA calculation (ωB97M-V with the def2-TZVPD basis set) on a single C3H2N2O2 molecule at a distorted geometry.

Molar mass = 98.061 g/mol
Energy relative to the best compared isomer or geometry (same formula, charge and spin) = 458.9 kJ/mol
Gap between HOMO and LUMO (alpha / beta) = 0.2654 / 0.2730 Eh

```
9
C3H2N2O2 (ωB97M-V with the def2-TZVPD basis set)
C 0.57 -1.23 0.24
C 0.29 -1.03 -1.01
C -0.47 1.37 -0.30
N 0.39 -0.30 1.21
N -0.26 0.86 0.90
O -0.15 -0.90 -2.10
O -1.32 1.89 -0.91
H 1.05 -2.19 0.40
H -0.09 1.53 1.57
```

Löwdin atomic charge list, values in e, 5 entries: -0.18, -0.18, -0.25, 0.03, 0.02



Look up the energy relative to the best compared isomer or geometry (same formula, charge and spin) of the second one. 102.6 kJ/mol